This record from OMol25 describes an isolated molecule of C6H9N. The level of theory is wB97M-V/def2-TZVPD.

Last column: Löwdin charge in e.
Positions of all 16 atoms, in Å:
H -1.046 1.133 -2.233  0.12
C 0.326 -0.448 0.264  -0.27
C -0.827 1.811 0.613  -0.05
H -1.948 1.703 0.729  0.08
H 1.486 -1.666 1.624  0.08
H -0.271 -1.883 1.791  0.04
C 0.476 -1.175 1.619  -0.03
H -0.439 1.669 1.691  0.08
C 0.515 -0.525 -2.026  -0.13
H 0.714 -0.816 -3.118  0.12
C -0.181 0.694 -0.252  -0.30
H -0.578 2.740 0.146  0.05
N 0.744 -1.232 -0.854  0.00
H 0.772 -2.308 -0.728  0.19
C -0.211 0.636 -1.653  -0.09
H 0.467 -0.333 2.387  0.09

Results
LUMO level = 1.00 eV
energy above the lowest of the compared OMol25 structures with the same formula, charge and spin = 36.28 kcal/mol
highest occupied orbital energy = -0.287 hartree
SMILES = Cc1cc[nH]c1C
Kohn-Sham gap = 0.3241 Ha

This record from OMol25 describes C5H9NO as an isolated structure. The level of theory is wB97M-V/def2-TZVPD.

Last column: Löwdin charge in e.
Positions of all 16 atoms, in Å:
O -0.706 1.575 -0.352  -0.06
C 0.574 -1.304 -1.607  -0.06
H 1.270 -2.150 0.298  0.13
H 1.337 -1.767 -2.249  0.08
H 1.526 0.636 -0.250  0.07
H -0.547 -0.958 1.833  0.12
H -0.324 -1.920 -1.639  0.08
H 0.335 -0.311 -2.003  0.08
N 1.534 -0.122 0.457  0.07
C -1.071 0.664 0.656  -0.33
H 0.496 2.067 1.359  0.11
H -1.197 2.804 1.305  0.11
C -0.257 -0.591 0.810  0.03
H -2.154 0.538 0.822  0.14
C -0.532 1.992 1.005  -0.11
C 0.891 -1.216 -0.130  -0.45

Results
LUMO level = 1.06 eV
energy above the lowest of the compared OMol25 structures with the same formula, charge and spin = 108.97 kcal/mol
highest occupied orbital energy = -0.320 hartree
Kohn-Sham gap = 0.3591 Ha

This record from OMol25 describes C37H33BFN5O7OsS as an isolated structure. The level of theory is wB97M-V/def2-TZVPD.

Last column: Löwdin charge in e.
Positions of all 86 atoms, in Å:
C -0.931 4.245 4.351  -0.04
C -1.911 -7.400 1.266  -0.04
C -4.035 4.625 -2.316  -0.01
H 3.982 -1.412 -2.674  0.16
S -1.603 1.585 1.398  0.66
H 4.380 6.658 3.970  0.11
C 2.711 4.676 1.864  -0.19
H -1.246 -9.367 1.601  0.19
H 4.731 -3.420 -2.144  0.13
H 1.927 -5.300 -1.265  0.09
H -1.822 -6.728 2.119  0.14
C -3.299 3.878 4.291  -0.05
N -0.358 -6.156 -0.110  -0.08
C -0.195 3.615 -3.575  -0.08
C 2.187 -0.534 -1.948  0.00
H 0.546 7.314 2.157  0.12
C -4.415 4.185 -1.068  -0.04
C 3.033 -1.600 -2.193  0.06
C -3.560 3.448 -0.234  0.03
C 1.422 6.704 2.307  0.01
H -4.286 4.068 4.686  0.12
C 3.751 -3.895 -2.197  -0.17
H -1.311 -1.709 -0.128  0.14
C 0.017 -8.583 0.188  -0.09
H -2.878 -7.901 1.300  0.14
H -3.974 2.444 2.835  0.11
O 2.135 1.876 -1.805  -0.19
C -3.131 2.980 3.247  -0.06
O 0.024 0.109 -1.171  -0.14
O -2.776 0.765 1.223  -0.27
C -0.614 -2.491 -0.391  0.12
H 2.511 -4.955 -3.631  0.08
C 3.748 5.078 2.692  0.02
H -2.884 5.305 -4.732  0.13
C -1.871 3.571 -1.990  -0.15
C 0.900 -0.786 -1.364  -0.27
C 0.615 -2.163 -1.023  -0.03
H 1.092 -7.339 -1.146  0.14
H 4.626 4.471 2.830  0.12
C 1.225 -4.521 -0.992  0.07
C 2.467 7.096 3.132  -0.07
H 2.405 8.046 3.643  0.11
C 1.566 5.478 1.676  -0.19
C 0.631 -7.227 -0.153  -0.12
C -2.267 3.132 -0.667  -0.24
H 3.740 -4.656 -1.406  0.12
H -5.403 4.413 -0.698  0.12
O 2.575 3.540 1.119  0.17
H -2.412 -5.776 -0.035  0.13
C -0.892 -3.797 -0.085  -0.17
H -0.066 4.721 4.789  0.12
O 0.717 4.810 0.823  0.13
H -4.709 5.199 -2.933  0.12
N -0.645 3.233 -2.400  -0.03
H 1.435 -6.996 0.558  0.14
C -0.020 -4.862 -0.401  -0.12
C -0.975 4.372 -4.454  -0.01
H 0.812 3.315 -3.827  0.12
C 3.596 6.303 3.320  -0.07
O -0.320 0.934 1.605  -0.33
C -2.744 4.326 -2.813  -0.13
C -1.867 2.737 2.751  -0.26
C -2.253 4.725 -4.077  0.04
H -1.979 -7.221 -0.919  0.14
N -0.825 -8.462 1.407  0.08
H -2.326 5.215 5.651  0.12
C 3.492 -4.484 -3.580  -0.05
H 0.219 3.099 2.948  0.11
H -0.623 -8.956 -0.609  0.14
H -3.913 3.134 0.732  0.09
B 1.361 3.626 0.503  -0.60
H -0.561 4.664 -5.406  0.12
C 1.553 -3.197 -1.287  -0.12
H 3.537 -3.712 -4.343  0.09
H 0.798 -9.322 0.375  0.15
C -1.719 -6.618 -0.042  -0.13
H 4.246 -5.234 -3.816  0.09
N -1.322 2.463 0.032  -0.28
C 2.682 0.847 -2.378  -0.53
C -0.768 3.349 3.307  -0.05
H -0.238 -8.243 2.208  0.19
O 3.556 0.915 -3.223  0.11
Os 0.473 2.154 -0.801  1.80
N 2.761 -2.874 -1.863  -0.02
C -2.198 4.518 4.836  -0.05
F -2.039 -4.066 0.575  0.06

Results
LUMO level (alpha / beta) = -4.93 / -5.91 eV
energy above the lowest of the compared OMol25 structures with the same formula, charge and spin = 0.00 kcal/mol
highest occupied orbital energy (alpha / beta) = -0.445 / -0.445 hartree
charge = +2
2S+1 = 5
Kohn-Sham gap (alpha / beta) = 0.2635 / 0.2278 Ha

This record from OMol25 describes C28H40AsCeN11O3S as an isolated structure. The level of theory is wB97M-V/def2-TZVPD.

Last column: Löwdin charge in e.
Positions of all 85 atoms, in Å:
H 5.862 12.272 16.659  0.05
C 14.644 11.967 14.976  -0.09
H 10.250 15.764 9.944  0.10
H 7.252 10.840 6.947  0.10
N 7.166 11.443 8.931  -0.13
C 13.341 11.749 14.517  -0.61
C 15.969 12.809 10.163  0.01
H 6.615 9.358 9.049  0.09
H 16.546 12.990 11.034  0.08
H 13.630 8.537 13.800  0.15
H 6.652 12.479 7.123  0.10
H 10.767 9.263 5.567  0.12
H 5.830 10.345 10.167  0.08
N 12.715 11.577 11.418  0.06
H 16.674 11.228 15.198  0.11
C 7.827 12.039 9.948  -0.46
N 7.857 11.712 11.175  0.13
C 8.934 9.162 12.580  -0.21
H 7.470 13.096 16.739  0.06
H 16.543 12.228 9.461  0.09
O 11.893 10.036 13.775  -0.27
H 6.320 9.856 13.323  0.01
N 8.430 13.210 9.513  0.15
H 11.749 11.607 5.393  0.09
O 8.689 11.635 14.162  -0.61
H 9.841 8.491 7.661  0.12
H 7.870 6.550 10.646  0.10
C 6.220 10.372 9.168  -0.03
H 5.477 10.181 14.840  0.04
H 14.904 12.971 15.351  0.12
C 11.344 11.230 6.296  -0.06
C 6.931 12.183 16.358  -0.21
C 13.698 12.446 11.234  -0.44
C 13.115 10.413 10.784  -0.45
H 15.692 13.745 9.632  0.10
C 14.034 9.517 14.028  -0.02
H 16.108 9.030 14.135  0.13
N 13.074 10.441 14.147  -0.20
C 6.688 13.714 13.675  -0.16
N 13.581 13.680 11.695  0.20
N 9.265 8.804 10.107  0.11
C 10.312 10.267 8.739  -0.22
H 10.772 14.308 11.311  0.05
C 7.376 11.756 7.523  -0.04
H 15.147 9.918 10.090  0.16
O 12.542 9.324 10.808  0.07
As 7.160 11.997 14.462  1.02
H 7.563 10.770 11.377  0.03
N 9.935 9.849 10.102  0.01
S 12.071 12.967 14.456  0.62
Ce 10.336 11.312 12.492  0.99
C 8.684 8.584 13.792  -0.17
C 8.222 7.292 13.903  -0.07
C 14.358 10.711 9.937  -0.02
H 8.017 13.540 8.647  0.13
H 13.134 13.776 12.614  0.00
H 14.387 14.247 11.478  0.10
N 14.701 12.043 10.442  -0.05
C 8.153 7.135 11.491  -0.04
C 10.919 11.524 8.662  -0.07
C 10.257 9.496 7.593  -0.05
H 6.910 13.615 12.650  -0.01
H 7.329 11.339 16.931  0.05
H 8.899 9.062 14.726  0.09
C 10.757 9.958 6.426  -0.09
H 8.645 15.796 9.439  0.14
C 15.668 11.036 14.879  -0.07
N 10.263 13.534 10.965  0.08
H 11.909 12.952 7.386  0.10
H 7.431 14.331 14.128  0.03
C 7.874 6.600 12.737  -0.09
H 7.998 6.783 14.855  0.11
H 5.419 10.520 8.471  0.09
H 5.039 11.039 13.290  0.03
H 14.046 10.627 8.906  0.13
H 8.421 12.064 7.382  0.08
C 8.767 8.388 11.385  -0.26
C 11.429 11.995 7.459  -0.08
C 15.342 9.811 14.340  -0.06
H 7.318 5.658 12.756  0.10
C 5.834 10.633 13.903  -0.16
H 11.047 12.058 9.587  0.06
C 9.440 13.970 10.075  -0.49
N 9.511 15.218 9.533  0.15
H 5.649 13.963 13.822  0.05

Results
LUMO level (alpha / beta) = -2.22 / -2.22 eV
energy above the lowest of the compared OMol25 structures with the same formula, charge and spin = 10.68 kcal/mol
highest occupied orbital energy (alpha / beta) = -0.353 / -0.353 hartree
charge = +1
2S+1 = 2
Kohn-Sham gap (alpha / beta) = 0.2711 / 0.2713 Ha

This record from OMol25 describes a 6-piece molecular cluster, C17H38Cl10N3O4P2S overall. The level of theory is wB97M-V/def2-TZVPD.

Last column: Löwdin charge in e.
Positions of all 75 atoms, in Å:
H -4.722 4.165 2.632  0.07
Cl -1.592 -5.044 -2.311  0.55
H -3.738 -1.796 1.007  0.04
Cl -7.087 -1.870 7.121  0.54
C 4.288 3.378 -3.240  -0.16
H -5.625 6.417 2.612  0.07
H -1.531 -5.398 0.517  0.07
C -6.196 5.627 2.128  -0.67
H 2.649 2.547 -4.358  0.09
H -4.789 -2.011 6.627  0.06
H 2.171 2.751 -1.356  0.12
C 5.701 -3.842 -0.022  -0.65
Cl -6.977 6.345 0.698  0.55
C 5.372 0.258 -2.703  -0.12
H -4.858 -0.051 3.265  0.07
H -2.787 -0.620 1.931  0.06
H 6.033 -5.082 -1.733  0.08
Cl -3.763 -4.696 0.237  0.56
S -0.380 -0.993 -4.096  0.34
C 5.979 -4.023 -1.491  -0.64
H 4.085 3.808 -1.106  0.11
N 0.989 1.420 -2.496  -0.34
H 2.204 3.940 -3.401  0.12
H 6.020 -0.355 -3.325  0.10
H -2.013 -2.963 -1.276  0.05
H -0.414 -3.605 -0.874  0.06
N -0.960 3.584 -1.063  0.25
C -5.274 4.496 1.754  -0.66
H 2.160 -0.955 -0.478  0.04
H 3.015 1.349 -1.979  0.09
O -0.019 2.358 -2.966  0.00
H 4.717 -4.216 0.245  0.07
H 5.619 4.215 -1.795  0.12
C 5.455 2.144 -1.277  -0.22
H 2.382 -0.412 -3.660  0.00
H 1.198 1.070 -4.970  0.00
C -1.999 -4.440 0.305  -0.66
C 4.841 3.453 -1.812  -0.15
H 6.207 2.399 -0.527  0.13
P 1.128 0.144 -3.926  0.45
O 6.108 1.385 -2.270  -0.17
Cl 5.780 -2.124 0.463  0.54
H -1.502 0.661 -1.665  0.10
Cl 4.676 -3.320 -2.491  0.54
H 4.400 4.365 -3.688  0.12
H -4.556 -4.521 6.694  0.07
H -1.803 -3.766 1.137  0.03
H 4.879 2.700 -3.850  0.11
C -1.468 -3.859 -0.984  -0.68
Cl -4.910 -3.796 8.895  0.54
H -5.788 -2.856 5.437  0.05
Cl -6.366 -1.461 2.139  0.56
C -4.891 -0.478 2.265  -0.67
P 0.581 0.406 -1.014  0.43
C -5.378 -4.006 7.188  -0.67
O -0.955 0.124 -1.066  -0.09
C -3.651 -1.279 1.962  -0.67
Cl -6.170 3.081 1.135  0.55
C 2.306 2.130 -2.241  -0.19
H -6.259 -4.642 7.159  0.07
C -5.630 -2.689 6.502  -0.69
N 1.462 -0.825 -1.205  -0.09
H -6.978 5.294 2.806  0.07
O 0.933 1.245 0.275  -0.07
Cl -3.311 -2.499 3.210  0.56
H 0.598 2.159 0.307  0.09
H 4.711 1.541 -0.741  0.11
H -4.983 0.336 1.545  0.04
H 6.450 -4.375 0.561  0.08
H 5.032 -0.347 -1.858  0.04
C 2.781 3.015 -3.383  -0.16
H 4.511 0.577 -3.309  0.06
H -4.565 4.803 0.989  0.06
C -0.449 3.074 -1.962  -0.32
H 6.912 -3.548 -1.782  0.07

Results
LUMO level = -4.15 eV
highest occupied orbital energy = -0.432 hartree
charge = +1
Kohn-Sham gap = 0.2792 Ha